Formula: C30H54F3IN3O9
Source: the Open Molecules 2025 dataset
Level of theory: wB97M-V/def2-TZVPD

## Properties
spin multiplicity: 1
HOMO energy: -12.0 eV
total energy: -71120.1471 eV
E_LUMO: -4.64 eV
net charge: +1

Geometry as XYZ:
```
100
C30H54F3IN3O9, DFT wB97M-V/def2-TZVPD
C -0.37874 -1.04176 4.53461
C -1.00349 0.43254 4.07197
C 0.13941 1.37055 3.29026
C -0.70080 2.44957 2.39388
C 0.12549 3.18385 1.19433
C 1.46686 2.41805 0.66392
C 1.21755 1.21777 -0.42216
C -0.21338 0.43252 -0.29179
C -0.17661 -1.01224 -1.13155
C -1.64035 -1.72410 -0.94642
C -1.71289 -2.89902 0.19154
C -2.43573 -4.29093 -0.27858
C -3.82237 -4.11398 -1.12941
C -5.20317 -4.35408 -0.27570
C -6.00233 -2.89007 -0.15083
C -5.30749 -2.10575 1.10975
C -6.08584 -0.73948 1.58837
C -7.69058 -0.70519 1.25147
C -8.57540 0.27942 2.22435
C -8.47944 1.88012 1.84709
N -7.15005 2.31490 1.27162
C -7.12851 2.30637 -0.24076
N -8.26831 1.85537 -1.14755
N -5.95363 2.69725 -0.89564
I -4.21956 3.29445 0.05439
H -0.77936 -1.86388 3.79702
H 0.79753 -1.02888 4.56946
H -0.82107 -1.31387 5.60036
H -1.44634 0.98906 5.03044
H -1.88157 0.16982 3.31610
H 0.80151 1.84747 4.14637
H 0.78847 0.60544 2.67391
H -1.63611 1.91336 1.92003
H -1.13278 3.31229 3.09608
H -0.62515 3.29669 0.27707
H 0.38163 4.29785 1.53613
H 2.11512 3.24402 0.09411
H 2.17966 2.00745 1.50994
H 1.31325 1.65853 -1.50378
H 2.06828 0.40124 -0.30448
H -1.02928 1.11134 -0.79257
H -0.48317 0.12660 0.83055
H -0.05070 -0.80670 -2.30093
H 0.70802 -1.66543 -0.73016
H -2.39365 -0.86959 -0.59298
H -1.99108 -2.13910 -2.00835
H -2.15311 -2.46562 1.21260
H -0.58362 -3.18291 0.45503
H -2.71999 -4.88261 0.71852
H -1.69064 -5.00193 -0.85495
H -3.94107 -3.09899 -1.69843
H -3.80550 -4.95760 -1.97449
H -5.06317 -4.87909 0.76052
H -5.91272 -5.01402 -0.97227
H -7.14450 -3.12774 -0.02046
H -5.89713 -2.28416 -1.16897
H -5.15631 -2.82520 2.02452
H -4.22174 -1.75659 0.75891
H -5.51030 0.16428 1.07732
H -5.96264 -0.65678 2.75526
H -7.80318 -0.45072 0.09136
H -8.09715 -1.80855 1.43058
H -8.35156 0.06209 3.37332
H -9.71293 -0.02839 2.06319
H -9.41892 2.19038 1.20400
H -8.60055 2.46853 2.87845
H -7.00417 3.31350 1.58994
H -8.57557 2.61938 -1.78924
H -8.02785 0.98924 -1.67838
H -5.94171 2.68483 -1.95665
C 6.02911 1.40341 0.03771
C 6.62001 0.97808 -1.26292
O 6.26438 -0.38263 -1.35715
C 5.09473 -0.49201 -0.66677
O 4.33791 -1.44506 -0.74917
O 4.86870 0.60097 0.12430
F 7.96877 1.06453 -1.23109
H 6.68265 1.18952 0.89007
H 5.77267 2.46618 0.05031
H 6.23181 1.52108 -2.13123
C 9.64627 3.82099 -3.25001
C 9.42751 5.26716 -2.96293
O 8.03563 5.35572 -2.75873
C 7.67066 4.13699 -2.27070
O 6.60669 3.91158 -1.71840
O 8.64622 3.19860 -2.46868
F 9.74983 6.02570 -4.03456
H 9.49118 3.57027 -4.30475
H 10.64282 3.48394 -2.95220
H 9.95393 5.63313 -2.07497
C 7.57176 -2.96136 -2.32272
C 8.46405 -3.57556 -3.34658
O 9.64214 -3.86217 -2.62766
C 9.23145 -4.08191 -1.34715
O 9.91449 -4.62097 -0.49231
O 7.95666 -3.63126 -1.13907
F 8.76468 -2.68673 -4.31985
H 7.74177 -1.88614 -2.20284
H 6.51319 -3.12701 -2.54040
H 8.07056 -4.49614 -3.79068
```